[1]
Entry from OMol25: a structure of composition C41H44As2B2BaF8I2N3O3 (ωB97M-V/def2-TZVPD).

Computed properties:
E_LUMO: 1.9 eV
frontier orbital gap: 7.569 eV
E_HOMO: -5.645 eV
electronic energy: -215528.4412 eV
energy above the lowest of the compared OMol25 structures with the same formula, charge and spin: 47.3 kcal/mol

The geometry in ORCA input format:
```
! wB97M-V def2-TZVPD RIJCOSX def2/J DEFGRID3
* xyz -1 1
Ba -0.42 -0.70 -0.31
I -2.04 -5.15 -8.26
I 0.62 -3.10 5.42
As -0.04 1.44 -2.49
As 0.44 1.93 1.35
F 2.53 -4.14 0.49
F 3.64 -2.51 1.67
F -2.61 -0.58 1.07
F 1.60 -2.05 0.69
F 3.46 -2.34 -0.63
F -4.51 0.27 0.10
F -4.58 -0.56 2.26
F -3.47 1.42 1.79
O 2.19 0.30 3.44
O 0.21 -2.03 -2.36
O -1.88 -1.24 -2.37
N 1.82 -0.05 5.63
N -1.89 -5.86 1.19
N -1.27 -3.44 0.58
C 3.92 1.31 -1.06
C -0.55 1.94 3.02
C -0.38 -3.73 -6.14
C 3.37 3.64 -1.29
C -0.21 2.98 -3.65
C -2.73 -3.56 0.77
C 1.38 4.71 1.57
C 0.83 4.20 -5.48
C -0.76 3.09 3.79
C -1.31 -5.81 -0.16
C -0.15 -3.05 -4.96
C -1.30 4.91 -4.62
C -1.94 1.79 5.44
C 2.06 3.30 -1.62
C -1.03 0.73 3.49
C -0.86 -4.36 -0.50
C 4.29 2.64 -1.01
C -0.60 -3.85 1.82
C -1.45 3.01 4.99
C 0.84 3.16 -4.56
C -0.87 2.84 0.11
C 2.99 2.98 2.06
C -2.51 -3.05 -4.48
C 1.69 1.96 -1.68
C -1.28 3.87 -3.70
C 2.35 5.68 1.82
C -0.95 -1.93 -2.86
C 1.71 -1.93 4.02
C -1.73 0.65 4.69
C 2.62 0.96 -1.42
C -1.41 1.96 -1.05
C -1.68 -4.09 -6.47
C -1.21 -2.69 -4.13
C 1.70 3.35 1.69
C -0.24 5.09 -5.50
C 1.90 -0.46 4.34
C -0.91 -5.33 2.14
C -2.75 -3.76 -5.65
C -3.08 -5.01 1.22
C 3.63 5.30 2.19
C 3.95 3.96 2.31
B 2.86 -2.79 0.54
B -3.85 0.16 1.32
H 2.69 -2.40 3.91
H 2.37 -0.09 -1.50
H -2.11 -0.31 5.02
H 0.47 -3.70 1.71
H -2.22 2.43 -1.58
H 0.00 -5.94 2.07
H 0.85 -2.78 -4.66
H -3.05 -2.83 1.51
H -1.30 -4.03 -1.44
H 3.24 1.94 2.16
H -0.38 4.04 3.45
H -2.07 -6.16 -0.86
H -2.12 3.76 -3.03
H -0.88 -0.18 2.92
H -0.47 -6.50 -0.21
H 0.39 5.01 1.27
H -1.61 3.91 5.58
H 1.68 2.48 -4.55
H -1.85 1.08 -0.59
H 4.63 0.52 -0.84
H 1.80 0.95 5.77
H 5.31 2.92 -0.74
H -3.84 -5.44 0.57
H -3.47 -5.01 2.24
H 3.66 4.68 -1.23
H -0.26 5.90 -6.21
H -3.21 -3.30 -0.17
H -0.36 3.70 -0.32
H -1.31 -5.44 3.15
H 1.20 -2.04 3.07
H -1.71 3.16 0.72
H -2.48 1.74 6.37
H 1.65 4.32 -6.17
H -2.14 5.59 -4.63
H 2.09 6.73 1.72
H 1.34 4.08 -1.85
H 4.38 6.06 2.38
H -3.75 -4.05 -5.92
H 4.95 3.66 2.60
H 0.44 -4.00 -6.79
H 1.35 -0.63 6.31
H -0.96 -3.19 2.62
H 0.22 -4.30 -0.60
H -3.32 -2.75 -3.84
*
```



[2]
Entry from OMol25: a structure of composition C45H56N8O4RbSb2 (ωB97M-V/def2-TZVPD).

Computed properties:
E_LUMO: 1.6 eV
frontier orbital gap: 5.585 eV
E_HOMO: -3.976 eV
electronic energy: -81412.3390 eV
energy above the lowest of the compared OMol25 structures with the same formula, charge and spin: 0.0 kcal/mol

The geometry in ORCA input format:
```
! wB97M-V def2-TZVPD RIJCOSX def2/J DEFGRID3
* xyz -1 1
Sb 18.08 16.19 13.43
Sb 11.04 11.13 11.40
Rb 15.53 14.14 11.58
O 15.13 7.84 11.06
O 16.15 6.60 9.50
O 13.46 12.10 10.09
O 14.44 13.30 8.44
N 15.57 14.78 14.33
N 18.67 14.13 11.13
N 12.56 15.96 11.94
N 15.60 7.66 9.88
N 15.82 10.98 13.34
N 18.73 9.83 10.35
N 16.55 16.92 10.85
N 18.14 10.38 12.69
C 18.98 12.87 9.08
C 20.13 13.96 13.00
C 16.91 10.67 12.99
C 15.93 8.50 7.63
C 15.20 10.79 7.18
C 8.98 13.38 10.64
C 9.31 12.58 11.92
C 8.07 11.77 12.33
C 10.68 10.97 8.35
C 18.41 10.09 11.46
C 13.46 13.63 14.51
C 19.01 14.52 12.33
C 10.87 16.81 10.46
C 20.94 13.04 12.31
C 16.75 15.19 14.77
C 11.07 10.43 14.41
C 11.89 15.91 10.77
C 16.32 18.58 12.54
C 10.58 17.89 11.35
C 14.86 9.87 9.41
C 14.75 14.07 15.13
C 17.20 14.86 16.06
C 15.75 17.66 10.05
C 20.55 12.67 11.03
C 14.14 12.24 9.02
C 15.09 13.79 16.45
C 10.28 8.51 13.03
C 12.33 17.00 12.75
C 9.76 13.47 13.09
C 15.53 19.39 11.72
C 9.49 18.90 11.09
C 11.37 17.96 12.49
C 11.30 8.71 9.52
C 14.74 10.94 8.50
C 15.33 17.13 8.73
C 16.81 17.37 12.08
C 19.42 13.24 10.44
C 16.35 14.20 16.94
C 8.93 9.57 9.58
C 12.78 9.13 12.93
C 15.83 9.58 6.77
C 15.28 18.92 10.45
C 15.40 8.67 8.94
C 11.33 9.61 13.16
C 10.42 9.96 9.51
H 13.16 14.33 13.71
H 8.58 12.72 9.90
H 7.27 12.51 12.66
H 9.84 12.91 14.02
H 12.16 15.12 10.11
H 8.21 10.40 9.40
H 9.30 8.84 13.44
H 10.75 13.96 12.89
H 9.02 14.28 13.24
H 9.80 11.64 8.27
H 11.26 9.75 15.27
H 8.67 9.05 10.50
H 7.66 11.22 11.50
H 8.54 18.57 11.54
H 10.59 7.62 13.62
H 20.36 14.22 14.05
H 16.52 18.87 13.58
H 15.09 11.63 6.47
H 10.36 16.64 9.53
H 11.10 8.19 8.55
H 10.04 10.81 14.45
H 19.01 11.77 9.02
H 21.02 11.86 10.49
H 11.58 11.59 8.41
H 13.52 9.93 12.94
H 12.86 8.61 11.97
H 12.41 8.84 9.62
H 12.90 17.03 13.68
H 21.86 12.66 12.75
H 8.20 11.03 13.15
H 13.08 8.42 13.75
H 16.20 9.51 5.74
H 18.23 15.10 16.35
H 10.98 8.05 10.34
H 10.72 10.36 7.40
H 8.77 8.86 8.74
H 11.76 11.29 14.51
H 15.39 16.04 8.67
H 13.55 12.63 14.05
H 14.45 13.15 17.06
H 16.02 17.52 7.95
H 14.52 9.94 10.45
H 16.69 13.93 17.96
H 16.34 7.52 7.28
H 9.29 18.96 10.00
H 11.21 18.72 13.26
H 19.66 13.28 8.32
H 10.09 8.17 12.01
H 17.95 13.19 8.81
H 15.11 20.34 12.08
H 12.60 13.58 15.22
H 14.27 17.47 8.47
H 9.88 13.90 10.27
H 14.71 19.48 9.68
H 9.74 19.89 11.49
H 8.22 14.15 10.90
*
```



[3]
Entry from OMol25: a cluster of 8 separate species, C37H72N5O8PS in total (ωB97M-V/def2-TZVPD).

Computed properties:
E_LUMO: 0.1 eV
frontier orbital gap: 7.261 eV
E_HOMO: -7.193 eV
electronic energy: -83489.8199 eV
energy above the lowest of the compared OMol25 structures with the same formula, charge and spin: 0.0 kcal/mol

The geometry in ORCA input format:
```
! wB97M-V def2-TZVPD RIJCOSX def2/J DEFGRID3
* xyz 0 1
S 4.53 2.12 -6.07
P -1.33 2.43 1.15
O -3.32 -2.29 0.00
O 6.02 -4.58 -1.41
O 3.42 0.97 -5.66
O 3.84 3.29 -6.57
O 0.47 -0.33 -0.60
O 4.97 2.35 -4.51
O 5.59 1.57 -6.84
O -2.17 -0.96 -4.82
N 3.86 -4.44 -0.84
N -1.33 -0.81 -2.75
N -0.39 -2.71 3.64
N -3.03 -4.25 1.12
N 1.68 -4.48 -3.22
C -1.56 -0.31 -3.98
C 1.07 -5.52 -5.30
C 3.31 2.14 3.12
C 1.56 -2.50 5.65
C -4.48 5.00 2.27
C 0.67 -3.61 -3.44
C -0.58 -3.23 4.88
C 5.33 -5.84 0.50
C 5.10 -4.92 -0.68
C 0.43 2.67 1.73
C -3.60 -1.13 4.42
C 4.00 1.85 -3.62
C 1.92 -5.32 -4.22
C 0.01 -4.64 -5.44
C 1.83 -0.61 -0.58
C -1.08 -2.92 0.24
C 0.74 1.81 2.97
C 2.83 0.55 -0.39
C -3.81 3.77 1.70
C -1.08 1.08 -4.41
C 1.66 -1.77 4.49
C 0.37 -3.19 5.90
C -1.99 0.80 1.39
C -3.01 5.06 -2.20
C -2.30 3.69 2.07
C -0.79 4.19 -1.16
C 2.78 1.45 -4.48
C -1.38 2.85 -0.63
C 0.65 -1.90 3.54
C -2.40 0.44 2.84
C -5.94 5.12 1.91
C -2.57 -3.17 0.42
C 2.15 -1.78 0.31
C -0.24 -3.66 -4.49
C 1.94 2.32 3.78
C -1.59 4.57 -2.43
C -3.22 -0.83 2.98
H -1.87 1.79 -4.15
H -1.84 4.65 1.84
H 2.78 -6.00 -4.18
H -0.48 -3.83 0.17
H -2.87 0.71 0.74
H 2.48 -1.12 4.21
H 2.17 2.33 -4.64
H -3.88 -2.19 4.48
H -2.31 -4.76 1.60
H -0.91 5.12 -3.09
H -4.43 2.94 2.05
H -4.00 -4.44 1.29
H 4.07 2.39 3.85
H -1.57 0.40 3.54
H 3.43 1.13 2.75
H 1.27 -6.33 -5.99
H -3.68 5.08 -3.06
H -2.71 -1.21 5.05
H -6.44 6.03 2.22
H 1.53 -2.67 0.19
H -1.47 -3.83 5.01
H -3.62 4.48 -1.51
H 0.19 -3.73 6.82
H 0.24 4.00 -1.45
H -1.35 0.02 0.96
H -4.33 -0.47 4.87
H 4.39 1.04 -2.99
H -2.25 3.49 3.14
H 3.73 -3.68 -1.49
H -6.49 4.19 2.09
H 3.10 -2.19 -0.05
H 3.78 2.58 -2.84
H -2.44 2.78 -0.91
H -3.87 3.76 0.60
H 4.94 -5.29 1.35
H -1.78 -1.68 -2.52
H -0.24 1.41 -3.79
H -0.99 1.98 -1.18
H -0.64 -0.37 -2.13
H 1.74 3.35 4.07
H 0.59 3.75 1.73
H 0.90 2.27 0.82
H 0.50 -2.95 -2.59
H -0.76 5.03 -0.46
H -0.83 1.04 -5.46
H 3.05 -4.76 -0.35
H -1.05 -2.97 -4.65
H 3.84 0.18 -0.62
H -0.75 -4.82 -6.19
H 2.34 -1.43 1.32
H 6.38 -6.10 0.59
H 2.31 -2.44 6.43
H -2.70 -1.68 2.55
H -0.12 1.86 3.65
H -1.69 3.69 -3.08
H 2.20 0.65 -4.03
H -5.91 5.23 0.81
H -0.93 -2.21 -0.56
H 3.39 2.84 2.29
H 1.90 1.76 4.73
H -3.97 5.93 1.98
H -3.04 6.07 -1.78
H 2.53 1.37 -1.03
H 0.76 0.76 2.66
H 0.71 -1.40 2.58
H -0.75 -2.33 1.10
H 2.08 -0.96 -1.60
H 2.81 0.90 0.65
H -3.00 1.29 3.18
H -4.35 4.76 3.34
H -4.15 -0.80 2.40
H 4.80 -6.79 0.37
*
```